This record from the OMol25 dataset describes a molecular structure, C28H29CrN3Si at a distorted geometry. The level of theory is ωB97M-V/def2-TZVPD.

Its spin multiplicity is 4. The value obtained for the LUMO energy (alpha / beta) is -3.07 / -3.39 eV. Its total charge is +1. The expectation value of S² is 3.866. The value obtained for the frontier orbital gap (alpha / beta) is 6.974 / 6.731 eV.

Last column: Mulliken spin population.
CARTESIAN COORDINATES (ANGSTROEM)
C 0.05 -1.21 -2.39  0.01
C 1.08 -0.23 -2.17  -0.01
C 2.18 -0.88 -1.53  0.01
H 1.02 0.81 -2.44  -0.01
C 1.89 -2.29 -1.45  -0.04
C 0.57 -2.50 -2.00  -0.03
H 0.10 -3.46 -2.20  0.00
H -0.90 -1.03 -2.92  -0.01
H 3.11 -0.40 -1.25  0.00
H 2.58 -3.07 -1.13  0.00
Cr 0.43 -1.23 -0.22  3.43
C 0.14 3.12 1.99  0.00
H 1.21 2.99 2.20  0.00
H -0.40 2.81 2.89  0.00
H -0.07 4.13 1.60  0.00
Si -0.29 1.93 0.60  -0.13
C -1.78 2.34 -0.44  0.00
C -1.80 2.16 -1.81  0.02
H -0.94 1.75 -2.32  0.00
C -2.93 2.55 -2.56  0.00
H -2.93 2.39 -3.65  0.00
C -4.03 3.10 -1.91  0.00
H -4.90 3.42 -2.48  0.00
C -4.04 3.24 -0.50  0.00
H -4.91 3.65 0.02  0.00
C -2.92 2.86 0.22  0.00
H -2.88 2.95 1.31  0.00
C 1.34 2.49 -0.44  -0.04
C 1.36 3.49 -1.45  0.00
H 0.42 3.88 -1.86  0.00
C 2.56 4.01 -1.95  0.00
H 2.53 4.79 -2.72  0.00
C 3.79 3.55 -1.47  0.00
H 4.73 4.02 -1.80  0.00
C 3.80 2.55 -0.50  0.01
H 4.75 2.17 -0.10  0.00
C 2.59 2.03 0.00  0.02
H 2.65 1.24 0.75  0.00
H 0.12 0.37 0.40  -0.11
H -0.93 0.93 1.52  -0.07
N 0.12 -4.01 0.75  0.01
C -1.18 -3.50 0.51  0.01
C -2.28 -4.33 0.65  -0.01
C -3.54 -3.77 0.55  0.01
C -3.66 -2.40 0.29  0.01
C -2.52 -1.63 0.07  0.07
N -1.28 -2.20 0.19  -0.08
C 1.02 -3.34 1.62  0.01
C 1.66 -4.06 2.63  -0.01
C 2.35 -3.31 3.58  0.02
C 2.40 -1.91 3.49  0.00
C 1.84 -1.28 2.39  0.09
N 1.19 -2.02 1.45  -0.10
H 0.07 -5.00 0.95  0.00
H -2.07 -5.37 0.85  0.00
H -4.43 -4.37 0.68  0.00
H -4.63 -1.91 0.20  0.00
H -2.55 -0.56 -0.17  -0.03
H 1.53 -5.15 2.60  0.00
H 2.80 -3.83 4.43  0.00
H 2.92 -1.30 4.23  0.00
H 1.87 -0.21 2.21  -0.03

This record from the OMol25 dataset describes 4 unconnected molecules or ions with the total composition C24H24O8 at a distorted geometry. The level of theory is ωB97M-V/def2-TZVPD.

As for the relative energy (zero: lowest compared OMol25 entry of this formula, charge and spin): 918.02 kJ/mol. The value obtained for the LUMO energy is 0.46 eV. The value obtained for the frontier orbital gap is 8.649 eV.

Last column: Löwdin charge in e.
CARTESIAN COORDINATES (ANGSTROEM)
O 0.19 2.99 0.15  0.07
C -0.55 1.95 0.36  -0.45
C -2.00 1.97 0.41  0.09
C -2.80 0.62 0.72  0.07
C -2.03 -0.55 0.97  -0.38
O -2.68 -1.73 1.23  -0.02
C -0.69 -0.50 0.93  0.01
C 0.02 0.73 0.56  0.00
H 0.32 2.98 -0.80  0.07
H -2.72 2.74 0.08  0.09
H -3.83 0.67 0.66  0.06
H -3.38 -2.06 0.49  0.15
H -0.12 -1.36 1.00  0.09
H 1.08 0.82 0.49  0.09
O 6.05 -0.36 0.47  0.08
C 5.57 0.83 0.85  -0.29
C 4.14 1.20 0.78  0.09
C 3.79 2.65 1.21  0.06
C 4.80 3.44 1.75  -0.32
O 4.42 4.80 1.86  0.06
C 6.06 3.01 1.80  -0.11
C 6.53 1.77 1.44  -0.02
H 6.81 -0.26 0.06  0.02
H 3.32 0.88 0.25  0.03
H 2.82 3.01 0.98  0.09
H 5.11 5.28 2.14  0.02
H 6.73 3.63 2.43  0.13
H 7.68 1.64 1.80  0.16
O -5.66 -1.83 -0.45  -0.03
C -5.86 -3.14 0.12  -0.34
C -5.03 -4.07 -0.40  0.01
C -5.16 -5.42 0.29  0.04
C -6.14 -5.74 1.24  -0.48
O -6.28 -6.90 1.76  0.03
C -6.94 -4.70 1.69  -0.02
C -6.76 -3.33 1.19  -0.01
H -6.57 -1.46 -0.49  0.11
H -4.13 -4.00 -0.99  0.11
H -4.49 -6.19 -0.03  0.10
H -7.30 -7.26 1.63  0.22
H -7.81 -4.74 2.46  0.14
H -7.62 -2.78 1.79  0.15
O 3.22 -1.05 -1.95  0.03
C 2.78 0.19 -2.21  -0.40
C 3.53 1.30 -2.44  -0.01
C 2.99 2.65 -2.66  0.08
C 1.52 2.70 -2.81  -0.28
O 0.76 3.84 -2.82  0.06
C 0.68 1.54 -2.66  0.02
C 1.42 0.36 -2.39  0.00
H 4.27 -1.17 -2.08  0.19
H 4.56 1.27 -2.39  0.08
H 3.51 3.43 -2.83  0.03
H 1.42 4.38 -3.12  0.05
H -0.39 1.74 -2.52  0.13
H 0.87 -0.39 -2.03  0.07

This record from the OMol25 dataset describes a molecular structure, C18H22Cu2N3O at a distorted geometry. The level of theory is ωB97M-V/def2-TZVPD.

As for the relative energy (zero: lowest compared OMol25 entry of this formula, charge and spin): 710.42 kJ/mol. The value obtained for the LUMO energy is -6.73 eV. Its total charge is +1. The value obtained for the frontier orbital gap is 3.218 eV.

Last column: Löwdin charge in e.
CARTESIAN COORDINATES (ANGSTROEM)
Cu 0.05 -4.70 1.46  0.76
Cu -1.49 -1.44 3.49  0.76
O -1.05 -1.94 0.27  -0.47
H -0.55 -1.26 -0.22  -0.09
N -2.57 2.36 2.45  -0.01
C -1.19 2.47 2.46  -0.14
C -0.80 2.77 3.74  -0.14
C -1.93 3.04 4.49  -0.12
C -3.06 2.71 3.74  -0.09
H -3.20 2.35 1.65  0.14
H -0.75 2.45 1.47  0.11
H 0.22 3.00 4.01  0.10
H -1.94 3.41 5.51  0.10
H -4.13 2.67 3.94  0.10
N -4.43 -3.58 -2.03  -0.01
C -4.12 -4.53 -2.93  -0.14
C -5.31 -5.22 -3.11  -0.13
C -6.33 -4.57 -2.44  -0.13
C -5.77 -3.62 -1.68  -0.13
H -3.74 -3.10 -1.47  0.14
H -3.17 -4.75 -3.39  0.11
H -5.45 -6.04 -3.80  0.09
H -7.36 -4.88 -2.37  0.10
H -6.06 -2.97 -0.87  0.11
N 3.26 -0.48 3.95  -0.02
C 3.82 -0.03 5.08  -0.14
C 4.55 1.13 4.75  -0.10
C 4.29 1.45 3.41  -0.10
C 3.54 0.41 2.95  -0.17
H 2.75 -1.35 3.84  0.14
H 3.76 -0.48 6.06  0.10
H 5.09 1.79 5.42  0.09
H 4.56 2.38 2.92  0.10
H 3.11 0.22 1.98  0.10
C 1.80 1.69 -3.76  -0.12
C 1.69 1.29 -5.06  -0.09
C 2.89 1.29 -5.79  -0.10
C 4.13 1.67 -5.35  -0.11
C 4.17 2.11 -4.08  -0.10
C 3.02 2.13 -3.25  -0.07
H 0.89 1.73 -3.18  0.09
H 0.79 0.83 -5.45  0.10
H 2.82 0.82 -6.76  0.10
H 4.98 1.76 -6.00  0.11
H 5.10 2.61 -3.84  0.10
H 3.10 2.43 -2.21  0.09

This record from the OMol25 dataset describes a gas-phase ion, C7H14N3 (charge +1) at a distorted geometry. The level of theory is ωB97M-V/def2-TZVPD.

As for the relative energy (zero: lowest compared OMol25 entry of this formula, charge and spin): 597.82 kJ/mol. The value obtained for the LUMO energy (alpha / beta) is -3.46 / -3.46 eV. Its total charge is +1. The value obtained for the frontier orbital gap (alpha / beta) is 7.907 / 7.904 eV.

Last column: Löwdin charge in e.
CARTESIAN COORDINATES (ANGSTROEM)
C 0.60 -1.34 -0.16  -0.06
C -0.78 -1.09 0.09  -0.19
C -1.37 0.04 0.43  0.04
C -1.72 -2.38 0.15  0.02
C 2.91 -1.00 -0.11  0.00
C 2.13 2.05 0.27  -0.08
C -2.82 1.65 -0.68  0.04
N 1.58 -0.38 -0.15  -0.20
N 1.39 0.87 -0.11  0.00
N -2.17 1.02 0.53  0.07
H 1.04 -2.32 -0.10  0.11
H -1.70 -2.73 -0.85  0.07
H -1.54 -3.00 0.96  0.06
H -2.87 -2.15 0.21  0.13
H 3.72 -0.41 -0.66  0.13
H 3.36 -0.86 0.88  0.10
H 2.85 -2.05 -0.30  0.08
H 3.05 1.86 0.87  0.09
H 2.35 2.72 -0.57  0.08
H 1.26 2.70 0.66  0.11
H -2.09 1.93 -1.36  0.08
H -3.51 1.02 -1.18  0.09
H -3.27 2.52 -0.24  0.09
H -2.39 1.33 1.44  0.14

This record from the OMol25 dataset describes a molecular structure, C12H15AuN3O6S. The level of theory is ωB97M-V/def2-TZVPD.

As for the relative energy (zero: lowest compared OMol25 entry of this formula, charge and spin): 21.06 kJ/mol. The value obtained for the LUMO energy is 2.33 eV. Its total charge is -1. The value obtained for the frontier orbital gap is 7.497 eV.

Last column: Löwdin charge in e.
CARTESIAN COORDINATES (ANGSTROEM)
Au -2.29 0.20 -0.68  0.85
O -2.36 2.62 0.66  -0.13
C -1.30 3.15 1.00  -0.59
O -0.21 2.57 1.30  -0.14
H -1.25 4.26 1.02  0.10
C 4.19 1.64 -1.40  -0.06
C 2.88 1.10 -1.92  -0.28
C 2.38 -0.12 -1.48  -0.05
C 1.15 -0.59 -1.95  -0.07
C 0.43 0.15 -2.86  -0.29
C 0.92 1.37 -3.32  -0.05
C 2.13 1.83 -2.85  -0.05
S -1.17 -0.41 -3.41  0.43
O -1.34 -1.75 -2.89  -0.36
O -1.18 -0.26 -4.84  -0.33
O -2.10 0.60 -2.78  -0.48
H 4.63 0.95 -0.68  0.07
H 4.05 2.60 -0.91  0.08
H 4.90 1.78 -2.21  0.07
H 2.94 -0.69 -0.76  0.10
H 0.75 -1.53 -1.60  0.10
H 0.34 1.94 -4.03  0.12
H 2.51 2.79 -3.19  0.11
C -0.41 -2.10 3.98  -0.05
N -1.36 -1.80 2.95  -0.11
C -2.44 -2.68 2.57  -0.05
C -3.06 -1.93 1.40  -0.49
O -4.06 -2.27 0.82  0.06
N -2.27 -0.83 1.13  0.01
C -1.28 -0.79 2.05  -0.40
N -0.33 0.11 2.06  0.21
H -0.91 -2.64 4.79  0.09
H -0.01 -1.18 4.42  0.08
H 0.43 -2.71 3.62  0.09
H -3.17 -2.83 3.37  0.13
H -2.09 -3.66 2.23  0.13
H -0.38 1.09 1.57  0.05
H 0.35 0.05 2.80  0.09

This record from the OMol25 dataset describes a molecular structure, C5H10N at a distorted geometry. The level of theory is ωB97M-V/def2-TZVPD.

As for the relative energy (zero: lowest compared OMol25 entry of this formula, charge and spin): 397.96 kJ/mol. The value obtained for the LUMO energy is -4.65 eV. Its total charge is +1. The value obtained for the frontier orbital gap is 9.079 eV.

Last column: Löwdin charge in e.
CARTESIAN COORDINATES (ANGSTROEM)
C -0.80 -0.58 0.26  -0.06
C -1.25 0.45 -0.76  -0.18
C -1.19 0.86 0.49  0.06
C -1.37 0.71 -2.23  -0.03
C 1.60 -1.03 0.96  -0.01
N 1.88 0.06 1.66  0.11
H -1.31 -1.49 0.70  0.14
H -1.52 1.68 1.10  0.11
H -1.56 1.69 -2.61  0.07
H -2.20 0.08 -2.64  0.10
H -0.34 0.45 -2.79  0.13
H 0.35 -0.80 0.37  0.01
H 2.11 -1.15 0.07  0.11
H 1.26 -1.84 1.43  0.09
H 2.66 0.70 1.32  0.17
H 1.68 0.19 2.69  0.17

This record from the OMol25 dataset describes a gas-phase ion, C5H10N2 (charge -1) at a distorted geometry. The level of theory is ωB97M-V/def2-TZVPD.

Its spin multiplicity is 2. As for the relative energy (zero: lowest compared OMol25 entry of this formula, charge and spin): 277.08 kJ/mol. The value obtained for the LUMO energy (alpha / beta) is 4.36 / 3.78 eV. Its total charge is -1. The expectation value of S² is 0.760. The value obtained for the frontier orbital gap (alpha / beta) is 5.762 / 5.020 eV.

Last column: Mulliken spin population.
CARTESIAN COORDINATES (ANGSTROEM)
C 0.10 -0.46 1.64  -0.02
C 0.99 0.06 0.54  0.07
C 0.27 0.33 -0.78  -0.01
C -0.97 1.24 -0.56  0.02
C 0.46 -0.39 -1.99  0.03
N 1.21 -1.52 -1.96  0.06
N -0.95 0.44 2.42  0.82
H 0.55 -0.09 2.55  0.07
H -0.33 -1.45 1.55  -0.01
H 1.69 -0.81 0.29  0.00
H 1.64 0.86 0.93  -0.01
H -0.61 2.07 0.03  -0.01
H -1.73 0.66 -0.02  0.00
H -0.04 -0.11 -2.88  0.00
H 0.92 -2.18 -2.68  0.00
H -1.34 1.46 -1.56  0.01
H -1.84 -0.11 2.46  -0.01

This record from the OMol25 dataset describes 2 unconnected molecules or ions with the total composition ClF2H. The level of theory is ωB97M-V/def2-TZVPD.

As for the relative energy (zero: lowest compared OMol25 entry of this formula, charge and spin): 0.00 kJ/mol. The value obtained for the LUMO energy is -1.43 eV. The value obtained for the frontier orbital gap is 10.888 eV.

Last column: Löwdin charge in e.
CARTESIAN COORDINATES (ANGSTROEM)
F -0.87 -0.11 0.63  -0.60
Cl -0.11 0.53 1.93  0.65
F 0.84 0.01 -1.51  -0.09
H 0.15 -0.43 -1.06  0.05